{"formula": "C52H59N3OP2S6Zr", "method": "the ωB97M-V functional and the def2-TZVPD basis", "total_charge": -2, "lumo_energy_ev": 4.04, "e_above_lowest_kcal_mol": 3.3, "energy_ha": -5375.58252, "e_homo_ev": -1.81, "homo_lumo_gap_ev": 5.844, "elements": ["Zr", "S", "S", "S", "S", "S", "S", "P", "P", "O", "N", "N", "N", "C", "C", "C", "C", "C", "C", "C", "C", "C", "C", "C", "C", "C", "C", "C", "C", "C", "C", "C", "C", "C", "C", "C", "C", "C", "C", "C", "C", "C", "C", "C", "C", "C", "C", "C", "C", "C", "C", "C", "C", "C", "C", "C", "C", "C", "C", "C", "C", "C", "C", "C", "C", "H", "H", "H", "H", "H", "H", "H", "H", "H", "H", "H", "H", "H", "H", "H", "H", "H", "H", "H", "H", "H", "H", "H", "H", "H", "H", "H", "H", "H", "H", "H", "H", "H", "H", "H", "H", "H", "H", "H", "H", "H", "H", "H", "H", "H", "H", "H", "H", "H", "H", "H", "H", "H", "H", "H", "H", "H", "H", "H"], "coordinates": [[1.753, 0.038, 0.056], [2.933, -2.310, -0.055], [3.084, 0.034, -2.095], [-1.193, 1.195, -0.655], [1.981, 2.567, -0.547], [2.668, -4.621, 1.610], [-2.071, 3.749, 1.515], [-2.293, 2.798, -0.197], [-0.099, 0.042, -3.847], [0.269, -1.227, -0.679], [0.545, -1.296, 2.075], [1.039, -2.606, 1.969], [3.117, 0.302, 1.777], [2.504, -0.209, 4.107], [5.174, -0.979, 2.541], [-0.709, -1.162, 1.798], [5.062, 1.515, 2.689], [-1.919, -5.882, 2.822], [1.778, -5.083, 3.116], [-4.059, 2.333, -0.405], [0.101, 3.338, 4.248], [0.507, -7.177, 2.567], [-2.981, -3.656, 0.044], [-0.029, 1.856, -4.100], [-0.737, -5.181, 3.009], [-5.043, 3.285, -0.141], [1.820, -0.851, 6.427], [-1.371, 5.590, -3.762], [4.594, 0.288, 1.886], [-1.788, -0.376, -4.391], [-2.575, 4.903, -3.745], [-0.499, 5.474, -2.686], [-6.383, 2.979, -0.316], [-2.902, 4.096, -2.662], [1.802, 0.098, 5.255], [0.491, -5.822, 2.892], [1.031, 1.261, 5.300], [0.950, 2.098, 4.197], [4.635, 1.753, -3.611], [-0.721, -2.048, -0.447], [5.216, 0.420, 0.496], [2.448, 0.615, 2.970], [-0.672, -7.880, 2.377], [-3.360, -1.966, -5.332], [1.658, 1.768, 3.040], [-2.033, 3.976, -1.582], [-2.334, -3.688, -1.186], [2.014, -2.991, 1.245], [-6.756, 1.708, -0.743], [-1.223, -2.901, -1.438], [-2.057, -1.572, -5.061], [-2.482, -2.832, 1.045], [-1.353, -2.065, 0.827], [-1.894, -7.233, 2.510], [-1.487, -0.061, 2.442], [3.595, 4.136, -2.128], [0.896, -0.517, -5.301], [3.164, 2.727, -1.822], [3.626, 1.660, -2.491], [-4.428, -1.173, -4.934], [-5.782, 0.754, -0.994], [-4.436, 1.066, -0.832], [-2.874, 0.408, -3.992], [-4.177, 0.016, -4.262], [-0.829, 4.679, -1.600], [-1.236, -2.213, -5.365], [6.155, 1.565, 2.692], [-0.345, 2.190, -5.092], [1.800, 0.094, -5.320], [-4.745, 4.264, 0.216], [-3.260, 4.980, -4.582], [4.346, 4.481, -1.410], [-2.970, -2.796, 2.015], [-0.619, 2.353, -3.331], [-3.854, -4.272, 0.223], [-0.637, -8.932, 2.119], [4.737, -1.873, 2.097], [-3.668, 0.329, -1.039], [0.487, 1.511, 6.206], [-6.059, -0.240, -1.325], [4.795, 1.278, -0.032], [5.015, -0.992, 3.620], [-0.745, -2.888, -2.409], [4.806, 0.769, -4.045], [1.429, -0.373, 7.328], [-2.867, -5.364, 2.901], [1.200, -1.728, 6.224], [3.037, -1.149, 4.048], [2.743, 4.815, -2.049], [-2.218, 0.376, 1.769], [0.055, 3.740, 5.263], [-7.804, 1.464, -0.873], [-5.000, 0.636, -3.923], [-2.819, -7.775, 2.357], [-0.918, 3.126, 3.916], [1.213, -1.551, -5.165], [-1.106, 6.206, -4.614], [4.019, 4.228, -3.130], [2.830, -1.207, 6.639], [-2.696, 1.320, -3.435], [0.483, 4.109, 3.579], [6.296, 0.564, 0.597], [4.719, 1.480, 3.724], [-3.840, 3.554, -2.668], [5.601, 2.130, -3.260], [-2.015, -0.514, 3.292], [-0.749, -4.117, 3.211], [1.011, 2.146, -3.919], [1.654, 2.447, 2.193], [5.045, -0.471, -0.105], [1.460, -7.683, 2.454], [-2.716, -4.328, -1.974], [0.376, -0.414, -6.258], [-0.824, 0.708, 2.835], [-5.446, -1.483, -5.138], [2.473, -5.713, 3.676], [-7.139, 3.728, -0.111], [4.297, 2.417, -4.413], [1.611, -4.170, 3.685], [0.454, 5.991, -2.698], [6.257, -1.005, 2.377], [-0.142, 4.569, -0.770], [4.671, 2.425, 2.227], [-3.541, -2.903, -5.846]]}